[1]
Entry from the Open Molecules 2025 dataset: C38H33AsCl2N4OSZn as an isolated structure (ωB97M-V with the def2-TZVPD basis set).

## Properties
**HOMO**: -7.2 eV
**Frontier orbital gap**: 7.26 eV

XYZ file:
```
81
Properties=species:S:1:pos:R:3:forces:R:3:mulliken_charge:R:1
Zn -0.115 0.007 0.148 0.4 0.4 0.2 2.947
S -0.089 0.867 2.428 -0.2 -0.4 -0.3 -0.436
C 1.427 1.681 2.724 -0.1 0.0 -0.3 0.559
C 1.638 2.120 4.037 0.1 0.0 0.0 -0.797
C 2.803 2.755 4.400 0.0 0.0 0.0 -0.578
C 3.798 2.981 3.455 0.1 0.1 -0.1 -0.914
C 3.602 2.557 2.154 0.2 0.0 -0.1 -0.337
C 2.428 1.912 1.769 0.0 0.1 0.1 -0.321
As 2.240 1.286 -0.059 0.4 0.4 0.5 1.293
C 2.544 2.915 -1.090 -0.2 -0.2 -0.1 0.241
C 2.644 2.744 -2.471 0.0 -0.3 0.1 -0.558
C 2.671 3.833 -3.320 0.0 0.0 -0.1 -0.957
C 2.569 5.113 -2.796 0.0 0.0 0.0 -0.582
C 2.481 5.296 -1.426 0.0 0.1 -0.1 -0.686
C 2.467 4.204 -0.572 0.0 -0.2 0.3 -0.628
C 3.959 0.358 -0.210 -0.1 0.0 -0.2 0.293
C 4.951 0.697 -1.122 -0.3 0.2 0.0 -0.396
C 6.082 -0.092 -1.249 0.1 -0.1 0.0 -0.660
C 6.233 -1.223 -0.465 0.1 0.0 0.0 -0.607
C 5.264 -1.552 0.469 0.0 -0.1 0.1 -0.703
C 4.133 -0.767 0.591 -0.3 0.2 0.1 -0.607
H 0.855 1.934 4.757 0.0 0.0 0.1 0.432
H 2.939 3.067 5.426 0.0 0.1 0.0 0.390
H 4.714 3.480 3.734 0.1 0.0 0.0 0.402
H 4.377 2.722 1.407 0.0 0.0 0.1 0.419
H 2.689 1.732 -2.864 0.0 0.1 -0.1 0.473
H 2.760 3.686 -4.386 0.0 0.0 -0.1 0.412
H 2.554 5.966 -3.459 0.0 0.1 0.0 0.414
H 2.418 6.297 -1.022 0.0 0.0 0.0 0.417
H 2.394 4.347 0.502 0.0 0.0 -0.1 0.410
H 4.840 1.590 -1.727 0.1 -0.1 0.0 0.404
H 6.849 0.173 -1.962 0.0 0.0 -0.1 0.436
H 7.109 -1.844 -0.571 0.1 -0.1 0.0 0.393
H 5.395 -2.421 1.100 0.0 -0.1 0.1 0.509
H 3.365 -1.010 1.323 0.1 0.0 0.0 0.539
Cl -3.412 -1.459 -3.234 0.0 0.0 -0.2 -0.230
C -3.014 -2.226 -1.742 0.4 0.3 0.2 0.640
C -3.662 -3.408 -1.404 0.1 -0.4 0.5 -0.639
C -3.364 -4.064 -0.233 -0.1 0.1 -0.4 0.728
Cl -4.227 -5.508 0.186 -0.1 -0.2 0.0 -0.287
C -2.355 -3.584 0.619 0.2 0.3 -0.1 -0.306
C -1.915 -4.220 1.798 0.1 0.1 0.1 -0.967
C -0.899 -3.665 2.530 -0.2 -0.2 -0.1 -1.204
C -0.314 -2.473 2.088 0.1 0.0 0.1 -0.150
N -0.702 -1.864 0.994 0.1 0.0 0.4 -0.036
C -1.700 -2.373 0.259 -0.5 -0.6 -0.2 1.422
C -2.051 -1.623 -0.918 -0.5 -0.5 -0.3 -1.701
O -1.498 -0.501 -1.169 0.2 0.4 -0.1 -0.889
H -4.407 -3.815 -2.069 -0.1 0.0 -0.1 0.508
H -2.379 -5.146 2.105 -0.1 0.0 0.0 0.435
H -0.542 -4.128 3.436 0.0 -0.1 0.1 0.446
H 0.483 -2.005 2.651 0.0 0.1 0.0 0.490
C 3.221 -4.385 -1.418 0.0 0.0 0.1 -1.340
C 2.422 -3.169 -1.710 0.0 0.1 -0.1 0.606
C 2.127 -2.503 -2.881 0.1 -0.1 0.3 -1.329
C 1.318 -1.414 -2.508 0.2 -0.3 0.3 0.375
N 1.152 -1.411 -1.192 -0.3 0.2 0.0 1.152
N 1.813 -2.478 -0.726 0.1 -0.2 -0.3 -0.173
C 0.675 -0.409 -3.388 -0.2 0.1 0.1 -0.979
H 3.636 -4.790 -2.337 0.0 -0.1 0.0 0.384
H 2.591 -5.141 -0.947 0.1 -0.1 0.0 0.314
H 4.037 -4.140 -0.736 0.1 -0.1 0.0 0.222
H 2.447 -2.756 -3.873 0.1 -0.1 -0.1 0.531
H 1.795 -2.701 0.257 -0.1 0.1 -0.1 0.246
H 1.134 -0.406 -4.374 0.1 0.1 0.0 0.447
H 0.736 0.579 -2.936 0.0 0.2 -0.1 -0.184
H -0.385 -0.634 -3.486 -0.1 0.0 -0.1 0.091
N -0.950 2.391 -0.248 0.1 0.0 -0.1 -0.525
C -2.046 2.241 -1.118 -0.3 0.3 -0.2 0.381
C -3.245 1.724 -0.638 0.1 0.1 0.0 -0.428
C -4.278 1.458 -1.513 0.0 0.1 0.0 -0.433
C -4.135 1.726 -2.865 -0.1 0.1 -0.1 -0.775
C -2.954 2.272 -3.335 -0.1 0.0 -0.1 -0.594
C -1.911 2.533 -2.468 0.1 0.0 0.2 -0.379
H -0.282 3.083 -0.575 -0.1 -0.1 0.1 0.071
H -1.236 2.591 0.705 0.2 -0.1 0.0 0.379
H -3.336 1.493 0.415 0.0 0.0 0.1 0.423
H -5.194 1.018 -1.147 -0.1 0.0 0.1 0.411
H -4.931 1.489 -3.553 -0.1 0.0 0.0 0.408
H -2.839 2.482 -4.387 0.0 0.0 -0.1 0.398
H -0.975 2.938 -2.832 0.1 0.0 -0.1 0.424
```
Positions in Å, forces in eV/Å.

=====

[2]
Entry from the Open Molecules 2025 dataset: C38H33EuIN7O4S as an isolated structure at a distorted geometry (ωB97M-V with the def2-TZVPD basis set).

## Properties
**HOMO (spin up / spin down)**: -7.1 / -10.7 eV
**2S+1**: 8
**Frontier orbital gap (spin up / spin down)**: 3.99 / 6.19 eV
**Net charge**: +1

XYZ file:
```
85
Properties=species:S:1:pos:R:3:forces:R:3:mulliken_charge:R:1
Eu 0.698 0.373 -0.561 -1.8 -0.6 -0.9 0.394
C -3.772 -1.266 -2.250 0.0 0.2 0.2 -2.123
C -2.509 -0.550 -1.873 -1.7 2.9 -2.4 0.121
N -1.613 -1.055 -1.113 3.2 -0.2 1.6 1.483
N -1.818 -2.292 -0.606 1.0 -1.0 0.8 -0.834
C -0.856 -2.938 0.108 -1.6 0.9 -1.2 0.573
N -1.207 -4.136 0.591 0.1 -0.7 0.5 -0.458
S 0.672 -2.313 0.390 0.5 0.0 0.2 -0.506
C -2.232 0.810 -2.399 -1.1 -3.1 0.8 0.864
C -3.248 1.608 -2.909 -0.4 1.3 -0.7 -1.388
C -2.940 2.867 -3.400 -1.0 -1.0 0.2 -0.644
C -1.620 3.282 -3.391 1.3 0.2 0.1 -1.097
C -0.667 2.427 -2.861 -0.3 0.8 -0.4 0.136
N -0.957 1.229 -2.359 1.6 -0.2 0.9 0.276
H -3.576 -2.315 -2.483 0.0 -0.1 -0.1 0.475
H -4.226 -0.829 -3.134 0.0 0.0 0.0 0.528
H -4.498 -1.223 -1.434 -0.2 -0.1 0.0 0.315
H -2.711 -2.743 -0.746 0.0 0.0 0.1 0.286
H -2.086 -4.585 0.392 0.1 0.1 0.0 0.155
H -0.510 -4.659 1.091 0.0 0.0 0.0 0.234
H -4.275 1.274 -2.904 0.0 0.0 0.0 0.373
H -3.719 3.507 -3.793 0.0 0.0 0.0 0.436
H -1.332 4.247 -3.785 0.1 0.0 0.0 0.430
H 0.379 2.713 -2.844 0.0 0.1 0.1 0.401
C 4.663 -0.958 -2.922 -0.2 -0.1 -0.2 -0.731
O 4.894 -0.245 -1.694 0.2 0.2 0.3 -0.404
C 3.713 0.194 -1.259 0.2 -0.1 -0.2 0.377
N 2.685 -0.036 -2.014 -0.1 0.3 0.3 0.156
C 3.171 -0.700 -3.234 -0.1 -0.2 -0.2 0.176
C 2.386 -1.947 -3.590 -0.1 0.0 0.0 -0.315
C 1.048 -2.075 -3.238 0.2 0.0 -0.2 0.416
C 0.328 -3.206 -3.593 -0.1 0.0 0.0 -0.633
C 0.934 -4.223 -4.313 0.0 0.0 0.0 -0.695
C 2.263 -4.095 -4.688 0.0 0.0 0.0 -0.804
C 2.981 -2.964 -4.331 0.0 0.1 0.1 -0.505
C 3.610 0.862 0.032 1.7 -1.0 0.3 0.631
C 4.493 0.417 1.071 -0.3 0.0 -1.2 -1.047
C 4.325 0.565 2.397 0.4 0.2 0.4 -1.001
C 3.194 1.285 3.021 -0.3 0.7 -0.5 0.221
C 2.170 2.373 1.142 -1.7 1.4 1.5 -0.295
N 2.550 1.679 0.096 -0.3 -0.1 -1.7 -0.483
C 0.808 2.849 1.127 1.2 0.1 0.6 0.870
N -0.054 2.526 0.208 -0.2 -0.2 -0.3 -0.040
C -1.353 3.081 0.608 -0.2 -0.2 0.0 -0.395
C -1.024 3.868 1.902 -0.1 0.0 -0.2 -0.778
O 0.358 3.575 2.151 0.2 0.3 0.6 -0.465
C -2.367 1.976 0.834 0.0 0.0 0.0 0.042
C -3.698 2.154 0.476 0.0 0.0 0.0 -0.506
C -4.635 1.162 0.728 0.0 0.0 0.0 -0.878
C -4.251 -0.019 1.350 0.1 0.0 0.0 -0.726
C -2.926 -0.200 1.716 0.0 0.0 0.1 -0.557
C -1.984 0.785 1.447 -0.2 0.2 0.2 0.115
H 4.876 -2.012 -2.745 0.0 0.0 0.0 0.508
H 5.341 -0.567 -3.676 0.0 0.0 0.0 0.265
H 3.072 0.000 -4.072 0.0 0.1 0.1 0.446
H 0.552 -1.272 -2.712 -0.2 0.0 0.0 0.437
H -0.717 -3.289 -3.314 0.0 0.0 0.0 0.433
H 0.374 -5.105 -4.593 0.0 0.0 0.0 0.419
H 2.743 -4.876 -5.264 0.0 0.0 0.0 0.385
H 4.015 -2.875 -4.643 0.0 0.0 0.0 0.449
H 5.345 -0.155 0.723 0.0 0.0 0.0 0.550
H 5.064 0.159 3.077 0.0 -0.1 0.0 0.446
H 3.475 1.614 4.015 -0.1 0.1 0.0 0.739
H -1.726 3.753 -0.169 0.0 -0.1 0.0 0.782
H -1.610 3.541 2.759 0.0 0.0 0.0 0.451
H -1.131 4.944 1.775 0.0 0.0 0.0 0.308
H -4.006 3.082 0.008 0.0 0.0 -0.1 0.460
H -5.672 1.316 0.454 0.0 0.0 0.0 0.437
H -4.989 -0.781 1.571 0.0 0.0 0.0 0.466
H -2.622 -1.103 2.234 0.0 0.0 0.0 0.502
H -0.967 0.654 1.807 0.0 0.0 0.0 0.559
I -1.544 -0.823 8.193 0.2 0.0 -0.2 0.136
C -0.352 -0.422 6.519 -0.1 0.0 0.2 -0.208
C 0.648 0.537 6.598 0.0 0.0 0.1 -0.884
C 1.429 0.812 5.489 0.1 0.1 -0.1 -0.508
C 1.209 0.147 4.282 -0.2 -0.2 0.2 0.357
C 0.201 -0.824 4.226 0.0 0.0 -0.2 -0.034
C -0.571 -1.113 5.332 0.0 -0.1 0.0 -0.598
C 1.922 0.459 3.036 -0.6 -0.1 0.0 0.112
O 2.835 2.524 2.302 0.5 -0.3 0.5 -0.511
O 1.428 0.142 1.953 0.1 -0.2 0.4 0.209
H 0.821 1.073 7.521 0.0 0.0 0.0 0.408
H 2.190 1.574 5.576 0.0 0.0 0.0 0.377
H 0.049 -1.358 3.296 0.0 0.0 0.0 0.496
H -1.339 -1.872 5.283 0.0 0.0 0.0 0.429
```
Positions in Å, forces in eV/Å.